Entry 1:
The following is a DFT calculation (ωB97M-V/def2-TZVPD) of 4 unconnected molecules or ions with the total composition C17H28F3O7P.

The geometry in XYZ format:
```
56
C17H28F3O7P | the OMol25 dataset | ωB97M-V/def2-TZVPD
C 1.78878 -5.41420 1.27598
C 2.29103 -4.14950 1.91994
O 2.08837 -4.22241 3.31542
C 2.79887 -3.25849 4.04796
P 2.16306 -1.51238 4.03842
C 0.46730 -1.65917 3.35878
C 2.97594 -0.71782 2.54474
F 3.08623 -1.46151 1.40884
F 2.25225 0.39509 2.20551
F 4.23673 -0.30633 2.84363
H 1.96762 -5.35850 0.20795
H 2.30022 -6.28281 1.67579
H 0.72579 -5.54271 1.44993
H 3.34809 -4.01357 1.68778
H 1.76125 -3.28824 1.51514
H 3.86137 -3.25119 3.79242
H 2.72493 -3.56297 5.08578
H 0.48485 -1.69213 2.27722
H -0.03212 -2.52701 3.76698
H -0.06086 -0.76351 3.65470
O -1.48866 0.17667 1.70681
C -1.18156 0.50703 0.59816
C -0.96595 1.90656 0.06296
C -1.00563 1.69786 -1.45141
C -0.50193 0.26730 -1.57964
O -0.94303 -0.40103 -0.37544
H 0.00910 2.25701 0.40501
H -1.73857 2.57744 0.42641
H -0.41533 2.41302 -2.01606
H -2.03441 1.75924 -1.80977
H 0.58807 0.21301 -1.61917
H -0.91739 -0.24964 -2.44165
O -3.43617 -0.28635 -3.95203
C -4.02910 -0.97235 -3.17389
C -3.48493 -1.64051 -1.92809
C -4.56149 -2.67333 -1.59876
C -5.80918 -2.01062 -2.17184
O -5.34802 -1.24710 -3.30150
H -3.38777 -0.88682 -1.14688
H -2.51433 -2.08423 -2.12490
H -4.64879 -2.90540 -0.53977
H -4.35844 -3.60231 -2.13294
H -6.27594 -1.32379 -1.46271
H -6.55566 -2.72008 -2.51926
O -0.07028 4.75507 -2.85451
C 0.82850 5.11391 -2.15686
C 1.74897 6.30310 -2.35148
C 2.91012 5.99222 -1.40701
C 2.22361 5.15609 -0.33349
O 1.16501 4.45912 -1.01784
H 1.20626 7.20253 -2.05736
H 2.04351 6.38602 -3.39301
H 3.40909 6.87114 -1.00540
H 3.65502 5.38725 -1.92485
H 1.77663 5.77097 0.45012
H 2.87899 4.42034 0.12511
```

Computed properties:
- LUMO: 0.60 eV
- Orbital gap: 0.3516 hartree
- Structure (SMILES): CCOCP(C)C(F)(F)F.O=C1CCCO1.O=C1CCCO1.O=C1CCCO1
- E_HOMO: -9.0 eV

***

Entry 2:
The following is a DFT calculation (ωB97M-V/def2-TZVPD) of 11 unconnected molecules or ions with the total composition C23H38FN11O3S.

The geometry in XYZ format:
```
77
C23H38FN11O3S | the OMol25 dataset | ωB97M-V/def2-TZVPD
C -3.38334 2.64832 -0.48144
C -1.87275 2.96490 -0.46722
O -1.59432 3.76131 -1.64819
C -0.98306 1.72172 -0.65686
N -0.39889 1.20526 0.59707
S -1.26443 0.00177 1.29193
O -0.87325 -0.11737 2.64807
O -2.68410 0.18128 1.21681
F -0.94807 -1.38760 0.59853
H -3.97887 3.42710 -0.96327
H -3.55030 1.65662 -0.90369
H -3.71775 2.57905 0.56206
H -1.56338 3.57760 0.39184
H -2.24980 4.46868 -1.62474
H -1.46901 0.94030 -1.24175
H -0.13952 2.07140 -1.26434
H -0.14426 1.95628 1.26994
C -1.49859 -2.94532 4.67419
C -2.29889 -3.31237 5.83243
N -2.92875 -3.59965 6.74830
H -0.43542 -3.07304 4.87017
H -1.74976 -3.54992 3.80346
H -1.67299 -1.90271 4.40641
C 1.67885 0.83464 6.33322
C 0.85955 0.43384 5.19690
N 0.22085 0.15484 4.27906
H 1.50025 1.87693 6.59524
H 1.45737 0.22789 7.21056
H 2.73986 0.72438 6.11180
C -0.83254 4.83558 -4.99686
C -2.09280 5.26241 -4.41390
N -3.08488 5.58867 -3.93638
H -0.89982 4.76597 -6.07965
H -0.02935 5.53138 -4.76365
H -0.53988 3.85591 -4.61801
C -3.82296 8.99513 -3.84925
C -2.93376 10.10830 -3.55291
N -2.23255 10.98619 -3.31919
H -4.44388 8.74426 -2.99060
H -4.48967 9.23080 -4.67788
H -3.26540 8.10026 -4.12102
C 1.23796 -3.21324 -2.05231
C 0.90577 -1.80691 -2.23855
N 0.64517 -0.69824 -2.38151
H 0.97794 -3.54814 -1.05027
H 0.70349 -3.84410 -2.75639
H 2.30137 -3.38974 -2.19325
C 4.01421 -6.73219 -3.20041
C 2.75352 -6.31595 -2.60894
N 1.75759 -5.99028 -2.13958
H 3.93431 -6.81714 -4.28345
H 4.80562 -6.01343 -2.98513
H 4.32507 -7.70622 -2.81116
C -2.91454 -6.85160 8.24511
C -2.46629 -7.73592 9.31089
N -2.11161 -8.43278 10.15093
H -2.46717 -5.86266 8.33329
H -2.64764 -7.24707 7.26607
H -3.99560 -6.72404 8.26556
C 1.47412 3.13452 -7.69319
C 1.46967 4.53820 -7.30786
N 1.46557 5.64434 -7.00322
H 2.17328 2.56333 -7.08407
H 0.48656 2.69050 -7.57110
H 1.76571 3.01589 -8.73566
C 5.53886 -9.09717 0.12381
C 4.77063 -9.39403 -1.07521
N 4.16346 -9.62664 -2.02146
H 5.44490 -8.04730 0.39939
H 5.19424 -9.69458 0.96650
H 6.59635 -9.31008 -0.02593
C 1.77457 5.12224 1.75152
C 1.14932 4.14289 2.62899
N 0.65427 3.37094 3.32117
H 1.95668 6.05850 2.27700
H 2.73014 4.75836 1.37659
H 1.14052 5.34013 0.89253
```

Computed properties:
- LUMO: 0.19 eV
- Orbital gap: 0.3636 hartree
- Structure (SMILES): C[C@H](O)CNS(=O)(=O)F.CC#N.CC#N.CC#N.CC#N.CC#N.CC#N.CC#N.CC#N.CC#N.CC#N
- E_HOMO: -9.7 eV

***

Entry 3:
The following is a DFT calculation (ωB97M-V/def2-TZVPD) of a molecular structure, C4H6O2Tm.

The geometry in XYZ format:
```
13
C4H6O2Tm | the OMol25 dataset | ωB97M-V/def2-TZVPD
C 0.59818 -1.21818 -0.24919
O 0.87607 -2.26313 0.53372
H 1.25616 -1.15791 -1.11586
H 0.50862 -2.17349 1.42203
C 0.62025 2.32419 0.19697
C -0.00105 1.30237 -0.43065
C -0.15423 -0.04090 0.17807
O -0.81285 -1.04410 -0.67711
Tm -2.77321 -2.25174 -0.77358
H 0.80513 2.26542 1.27434
H -0.01353 1.33355 -1.52781
H -0.35083 2.98514 -0.02616
H -0.55870 -0.06123 1.19525
```

Computed properties:
- LUMO (spin up / spin down): -13.58 / -15.58 eV
- Orbital gap (spin up / spin down): 0.3417 / 0.2372 hartree
- Charge: +3
- Multiplicity: 3
- E_HOMO (spin up / spin down): -22.9 / -22.0 eV

***

Entry 4:
The following is a DFT calculation (ωB97M-V/def2-TZVPD) of a molecular structure, C44H58CoFN4O5PSi3.

The geometry in XYZ format:
```
117
C44H58CoFN4O5PSi3 | the OMol25 dataset | ωB97M-V/def2-TZVPD
Co -1.73132 0.38870 0.06954
C 2.62485 -5.90899 1.73580
C 1.87347 -5.57884 0.45175
N 1.54080 -4.16100 0.33461
C 0.40503 -3.71162 0.94137
C -0.14243 -2.50060 0.71597
C -1.37590 -2.16331 1.51666
O -1.70356 -2.92614 2.42296
O -2.01346 -1.09450 1.20655
C 0.44620 -1.63453 -0.27699
O -0.04820 -0.51486 -0.63680
C 1.65533 -2.08258 -0.87058
C 2.29944 -1.29770 -1.88439
C 3.52927 -1.64788 -2.34110
F 4.11423 -0.89834 -3.31334
C 4.20274 -2.75990 -1.85464
C 3.54251 -3.61869 -0.92443
C 2.25772 -3.31035 -0.49159
N 5.61962 -3.04093 -2.08252
C 6.50131 -1.93069 -2.55801
C 7.97432 -2.40677 -2.38801
N 7.96546 -3.70391 -1.70393
C 7.35181 -4.73855 -2.54607
C 5.92436 -4.25543 -2.91976
H 2.81632 -6.98296 1.79553
H 2.03254 -5.61711 2.60602
H 3.58016 -5.37849 1.78064
H 0.94234 -6.14249 0.41748
H 2.45680 -5.86261 -0.42058
H -0.07100 -4.38022 1.64863
H 1.77951 -0.43626 -2.28216
H 4.06918 -4.49349 -0.55035
H 6.27364 -1.04666 -1.97287
H 6.27041 -1.72945 -3.59409
H 8.53345 -1.69754 -1.78286
H 8.45658 -2.47171 -3.36924
H 6.02131 -3.28518 -1.16902
H 8.88950 -3.97252 -1.40343
H 7.30542 -5.66130 -1.97099
H 7.92460 -4.93363 -3.45757
H 5.16335 -5.00006 -2.71660
H 5.84922 -3.96495 -3.96376
C -3.07558 3.06682 -2.96585
Si -3.64383 1.27237 -2.56397
C -5.36484 1.34376 -3.33789
C -2.56503 0.17766 -3.65013
C -3.74489 0.68658 -0.81935
Si -4.32660 -1.07298 -0.65063
C -5.90376 -1.44969 -1.63836
C -3.07144 -2.29964 -1.35411
C -4.83364 -1.52380 1.10538
Si -4.62478 1.85637 0.27678
C -4.61612 3.70795 -0.09650
C -6.45068 1.47953 0.53267
C -3.80792 1.79320 1.99179
C -4.47073 2.14247 3.17175
C -3.84645 1.96496 4.39530
C -2.58477 1.38378 4.41841
C -1.98502 1.06717 3.21318
N -2.55194 1.31414 2.03018
H -1.35341 2.42354 -3.71549
H -3.22414 3.73674 -2.12021
H -3.73523 3.42829 -3.76224
H -5.30928 1.67343 -4.38507
H -5.99744 2.06347 -2.79647
H -5.87285 0.37596 -3.31557
H -2.41942 0.61568 -4.64761
H -3.03694 -0.80273 -3.78414
H -1.57927 0.00611 -3.19465
H -5.70530 -1.54404 -2.71458
H -6.67097 -0.67707 -1.49633
H -6.32399 -2.40565 -1.29279
H -3.43483 -2.75390 -2.28457
H -2.88753 -3.10592 -0.63232
H -2.10799 -1.82072 -1.56197
H -5.92222 -1.46045 1.22726
H -4.35512 -0.88449 1.85206
H -4.52535 -2.55059 1.33432
H -5.12497 3.94136 -1.04308
H -3.60075 4.12524 -0.14655
H -5.14860 4.22781 0.70894
H -6.95202 1.39455 -0.44078
H -6.95326 2.27832 1.09528
H -6.60084 0.53619 1.06949
H -5.48044 2.53980 3.11683
H -4.34263 2.24508 5.31743
H -2.07320 1.17877 5.35064
H -1.01557 0.57951 3.19011
O -1.70312 3.26768 -3.40840
C -0.38877 2.70369 -1.00079
O -1.13258 1.79096 -0.97921
C -0.03957 3.60823 0.14993
P 0.57234 2.59131 1.61385
C 2.37802 2.64280 1.21335
C 3.37282 3.12438 2.06296
C 4.71281 3.05953 1.69324
C 5.07870 2.51208 0.47206
C 4.09731 2.03607 -0.38831
C 2.76144 2.09383 -0.01596
C 0.43038 3.80612 2.97690
C -0.31762 4.98038 2.91604
C -0.55271 5.73395 4.06221
C -0.03849 5.32970 5.28440
C 0.71217 4.16185 5.35939
C 0.93017 3.40263 4.22041
H -0.99542 4.06285 0.42903
H 0.68154 4.37048 -0.12396
H 3.11042 3.57405 3.01055
H 5.46931 3.45315 2.36208
H 6.12444 2.46444 0.18758
H 4.37327 1.62328 -1.35194
H 2.00091 1.71051 -0.68829
H -0.72971 5.32697 1.97662
H -1.14983 6.63616 3.99597
H -0.22696 5.91471 6.17653
H 1.10800 3.82972 6.31169
H 1.47537 2.46761 4.29767
```

Computed properties:
- LUMO (spin up / spin down): -0.21 / -0.22 eV
- Orbital gap (spin up / spin down): 0.1778 / 0.2543 hartree
- Multiplicity: 4
- E_HOMO (spin up / spin down): -5.1 / -7.1 eV

***

Entry 5:
The following is a DFT calculation (ωB97M-V/def2-TZVPD) of C6H8S in the gas phase.

The geometry in XYZ format:
```
15
C6H8S | the OMol25 dataset | ωB97M-V/def2-TZVPD
C -1.63821 1.98009 -0.00943
C -1.72251 0.64125 0.20810
C -0.78879 -0.39961 -0.14690
C -1.17459 -1.66203 -0.39181
C 0.75087 -0.02686 -0.09954
C 2.01293 -0.60395 -0.05846
S 4.18760 -0.03180 -0.06351
H -2.36022 2.66639 0.42743
H -1.05931 2.65874 -0.72890
H -2.62056 0.28727 0.74054
H -2.21870 -1.94410 -0.52633
H -0.37492 -2.41996 -0.50311
H 0.83846 1.03183 0.04714
H 2.06429 -1.75885 -0.15188
H 4.10364 -0.41843 1.25665
```

Computed properties:
- LUMO: -0.24 eV
- Orbital gap: 0.3195 hartree
- Structure (SMILES): C=CC(=C)/C=C/S
- E_HOMO: -8.9 eV

***

| no. | largest force on an atom (eV/A) |
| --- | --- |
| 1 | 0.7 |
| 2 | 4.9 |
| 3 | 4.0 |
| 4 | 1.6 |
| 5 | 4.4 |